{
  "formula": "C6H11NO",
  "method": "ωB97M-V with the def2-TZVPD basis set",
  "total_charge": 0,
  "smiles": "C[C@@]12CCO[C@H]1[C@H]2N",
  "e_tot_ha": -365.02219,
  "elements": ["C", "N", "H", "H", "C", "H", "H", "H", "O", "H", "C", "H", "H", "H", "H", "C", "C", "H", "C"],
  "xyz": [[-0.5261, -1.2851, 0.3148], [0.1820, -1.0425, -2.4509], [-0.7083, -1.3893, 1.4437], [1.1885, 1.4217, -0.4710], [0.9865, 0.4328, -0.2658], [0.1202, 0.0952, 2.5787], [0.7427, -0.7721, -3.2072], [0.8820, 1.6165, 2.3816], [1.4623, 0.1405, 1.0971], [0.2341, -2.0299, -0.0575], [0.2092, 0.0456, -1.5166], [-1.5027, -1.6219, -0.2087], [-0.9832, 2.2210, 0.4343], [-1.9290, 1.0643, 1.4059], [0.4193, -1.9753, -2.0098], [0.3427, 0.8099, 1.8308], [-0.8918, 1.1862, 0.9103], [0.2169, 0.9601, -2.0519], [-0.4454, 0.1224, -0.1577]],
  "nbo_charge": [-0.63, -0.82, 0.22, 0.16, -0.01, 0.19, 0.37, 0.20, -0.52, 0.22, 0.02, 0.22, 0.23, 0.22, 0.38, -0.11, -0.43, 0.21, -0.13]
}

---

{
  "formula": "C6H11NO",
  "method": "ωB97M-V with the def2-TZVPD basis set",
  "total_charge": 0,
  "e_tot_ha": -365.02828,
  "elements": ["H", "C", "C", "H", "H", "H", "H", "H", "C", "H", "C", "O", "H", "H", "H", "N", "C", "C", "H"],
  "xyz": [[-0.9901, -1.7413, 1.8668], [-1.3281, -1.5884, 0.8397], [1.1949, 0.3442, 0.8955], [-0.7239, 2.8939, -2.5084], [2.9991, -0.8065, 0.6947], [-1.3352, 0.6597, 0.9939], [-2.4044, -1.7978, 0.8133], [1.8198, -1.0656, -0.5977], [-0.4329, 1.1676, -1.3816], [1.7955, 1.4191, -0.6042], [-1.1750, 2.0154, -2.0703], [-0.9095, 0.0014, -0.8881], [-0.8275, -2.3027, 0.1867], [-2.2252, 1.8290, -2.2831], [0.8801, 0.4044, 1.9385], [1.2027, 1.4603, 0.2216], [1.9322, -0.9051, 0.4776], [-1.0418, -0.1991, 0.3986], [1.5694, -1.7886, 1.0064]],
  "nbo_charge": [0.23, -0.68, 0.02, 0.22, 0.23, 0.19, 0.23, 0.22, 0.25, 0.35, -0.57, -0.42, 0.23, 0.20, 0.18, -0.61, -0.69, 0.20, 0.21]
}

---

{
  "formula": "C6H11NO",
  "method": "ωB97M-V with the def2-TZVPD basis set",
  "total_charge": 0,
  "smiles": "N/C=C/CCCC=O",
  "e_tot_ha": -365.12906,
  "elements": ["C", "C", "H", "C", "H", "C", "H", "N", "C", "H", "H", "C", "H", "O", "H", "H", "H", "H", "H"],
  "xyz": [[-1.7163, 0.8269, 0.8400], [-0.6140, 0.1646, 1.4968], [-0.6488, -0.4831, 2.4662], [0.8929, -0.2860, -0.6780], [3.9102, 0.0318, -2.0066], [-2.7436, -0.0715, 0.1804], [-2.6295, -0.3831, -0.8186], [2.9469, 0.2972, -1.9428], [0.0119, -0.7553, 0.4903], [-2.2575, 1.5986, 1.4459], [0.1799, 0.8860, 1.8685], [2.2311, -0.2645, -0.8839], [0.2550, 0.0748, -1.4696], [-3.6746, -0.4352, 0.8850], [0.4762, -1.5461, 1.0190], [-1.3761, 1.5556, 0.0153], [-0.8287, -1.2742, -0.0393], [2.5821, 0.6810, -2.7938], [3.0029, -0.6175, -0.0746]],
  "nbo_charge": [-0.51, -0.41, 0.23, -0.32, 0.38, 0.42, 0.12, -0.83, -0.41, 0.24, 0.22, 0.03, 0.18, -0.51, 0.21, 0.21, 0.19, 0.39, 0.19]
}

---

Per-record energy relative to the best compared isomer or geometry (same formula, charge and spin), kcal per mole: 131.3 127.5 64.3